(1)
Formula: C10H20FNO6Si
Source: the OMol25 dataset
Level of theory: wB97M-V/def2-TZVPD

Element x y z (Å)
1 C 4.34318 -0.32349 -1.94224
2 N -6.06484 -0.21136 -1.39844
3 O -6.27101 -2.57339 -1.53101
4 Si -5.70921 0.42363 0.21341
5 O -3.48074 2.09852 0.09867
6 H 3.56980 -0.22853 -2.70082
7 H -4.71890 -0.48495 0.82557
8 O 3.69201 -0.65847 -0.71589
9 C -4.88857 2.12967 0.01306
10 H 4.39740 0.50301 3.34638
11 H 5.03973 -1.10327 -2.24466
12 C -1.50499 1.81809 -1.33277
13 C 4.52810 -0.97310 0.27700
14 H 0.24064 -1.94976 0.12527
15 H 5.30278 -2.25229 2.34018
16 H 3.83583 -1.93708 3.25380
17 H 5.90725 0.18370 2.50768
18 H -1.40971 -1.33396 0.25350
19 H -5.30423 2.77054 0.80353
20 H -0.87006 -0.41274 -1.80060
21 O -0.42392 1.22770 -0.63300
22 H 5.64602 -0.49571 4.11888
23 H -1.43925 2.90772 -1.22478
24 C -6.04772 -1.43441 -1.44056
25 C 4.54808 -1.49586 2.55781
26 H 0.89095 -0.21077 -1.44487
27 C -0.35620 -1.03281 0.17181
28 F -6.99172 0.44488 1.19553
29 H -1.36517 1.60962 -2.40769
30 C -0.12478 -0.10295 -1.05046
31 O 3.80159 -1.17977 1.37509
32 H -3.51163 1.26956 -1.82081
33 C 5.16258 -0.25506 3.17173
34 H -5.23618 2.54200 -0.95438
35 H -2.73570 0.27932 -0.51489
36 H 4.85972 0.63057 -1.84274
37 O 5.72551 -1.04344 0.19255
38 H -0.14622 -0.43983 1.06923
39 C -2.89045 1.29450 -0.91011

LUMO   0.5 eV

=====

(2)
Formula: C10H20I2NbO2Pb
Source: the OMol25 dataset
Level of theory: wB97M-V/def2-TZVPD

Element x y z (Å)
1 H -1.90880 0.24068 -0.01030
2 H 3.01558 -0.64616 -1.38423
3 C -0.98120 -0.30617 0.07989
4 H 1.54895 1.69330 -2.40369
5 H 0.65129 -1.87970 -2.55497
6 H -0.81085 3.81407 1.98706
7 H 1.60567 1.49081 0.08750
8 C -2.58008 -2.16895 1.50999
9 C 1.57251 -2.11392 -2.05211
10 I -1.66410 2.86775 -2.91750
11 H -1.68000 -2.06109 2.08486
12 H 2.03883 -0.26217 1.97101
13 H 2.32985 -2.26475 -2.79766
14 H -0.94262 2.10255 1.81770
15 C -0.94057 3.11289 -0.01028
16 C -0.49485 2.97944 1.38742
17 Nb 0.65275 0.62390 -1.21618
18 H 3.46353 -1.23777 2.05653
19 H 3.36801 0.11436 0.94988
20 C -2.26800 -2.30900 0.07077
21 H 0.57707 2.93986 1.40873
22 H 1.45029 -3.03557 -1.51614
23 O -1.19693 -1.64265 -0.37715
24 O -2.87716 -2.98852 -0.66817
25 H -0.20103 0.13854 -2.77597
26 C 2.06008 -1.04057 -1.06874
27 H -3.15667 -1.27430 1.66172
28 H 1.33423 -2.06138 0.66510
29 H 2.94829 -2.44114 0.19628
30 C 2.25418 -1.62283 0.31923
31 Pb -5.02825 5.67915 0.31303
32 H -0.66171 -0.27971 1.11566
33 I -2.38078 5.05886 -0.02806
34 H -3.13460 -3.02820 1.82150
35 C 2.82320 -0.70412 1.38011
36 C -0.78610 2.51249 -1.10280

Net charge   +1
LUMO   -6.8 eV

=====

(3)
Formula: C10H20N2O3S2
Source: the OMol25 dataset
Level of theory: wB97M-V/def2-TZVPD

Element x y z (Å)
1 H 0.46948 0.59338 -3.73098
2 C -1.25952 0.90295 2.61603
3 H -0.15834 -0.14453 -0.12251
4 H -0.19409 -3.38809 -1.64905
5 C 0.54191 -0.92180 1.96194
6 H 1.32887 -3.30625 -2.71011
7 H -0.42821 -1.22358 1.33666
8 N 1.27770 -2.22714 2.42523
9 H -0.88094 1.53684 1.85364
10 H 2.28048 -2.09940 1.32171
11 C 1.90837 0.54575 -2.29083
12 C -0.10507 -0.02516 3.15167
13 H -2.52966 -2.65417 1.89710
14 C 0.91785 -0.27507 -3.22629
15 C 1.19499 1.07483 -1.09498
16 C -3.07165 -1.47334 2.11448
17 S -2.43518 0.14169 1.27203
18 H -1.19755 3.11486 -0.23436
19 S -0.36304 -1.41673 -2.77041
20 H -1.66247 1.37543 3.58281
21 H 1.10039 -2.36292 -1.02681
22 H 0.59788 0.58041 3.61583
23 O 2.24995 0.79166 1.66300
24 H 2.46960 1.30524 -2.85936
25 N 0.79661 0.13327 -0.05583
26 O 0.12312 2.90613 -2.39515
27 H -0.53326 -0.65779 4.00639
28 H -3.27703 -1.20581 3.26448
29 H -4.16332 -1.40835 1.52296
30 O -0.39348 2.39191 -0.18787
31 C 1.19276 0.24454 1.23811
32 H 2.74192 -0.01088 -2.03666
33 C 0.59203 -2.75767 -1.91291
34 H 1.56113 -0.76773 -3.89647
35 H 2.08629 1.55700 -0.52209
36 H 1.82734 -1.92344 3.81647
37 C 0.25099 2.25661 -1.33745

LUMO   0.0 eV

=====

(4)
Formula: C10H20N3
Source: the OMol25 dataset
Level of theory: wB97M-V/def2-TZVPD

Element x y z (Å)
1 H 2.33530 0.28967 -2.12870
2 H -2.90923 -1.68831 1.08013
3 C -3.90492 -1.32972 0.91952
4 C 3.32813 -0.18934 0.47669
5 H -4.66531 0.22199 -0.46115
6 N -1.15120 2.14136 0.23811
7 H 3.71749 -1.05272 0.05771
8 H -3.23947 2.54130 0.16262
9 H -3.63294 -1.04499 -1.21970
10 H -0.80161 -0.87483 -0.51449
11 H 1.96013 -1.94659 1.13173
12 H 1.74855 2.92374 0.72207
13 C -3.75652 -0.42126 -0.34073
14 H 0.85154 -0.32455 -1.84596
15 H -4.39448 -0.80477 1.77073
16 H 1.39368 2.65004 -1.04535
17 H 0.52709 -2.01827 0.04521
18 C 1.78179 -0.20122 0.01863
19 N 1.11139 1.03610 0.29537
20 H 4.01763 0.68267 0.25749
21 H 3.40701 -0.21342 1.57810
22 N -1.17599 0.03241 -0.33996
23 H 2.19848 -1.40850 -1.84594
24 C -2.46717 1.79872 0.08479
25 C 1.16745 -1.39571 0.78114
26 H -0.85673 3.14896 0.55359
27 C -2.51364 0.50236 -0.32597
28 H -4.56167 -2.17036 0.57069
29 H 2.80976 1.98470 -0.47067
30 C 1.84697 -0.48760 -1.51611
31 H 0.46580 -1.37101 1.67494
32 C -0.36685 1.04015 -0.02702
33 C 1.79117 2.27189 -0.17405

Net charge   +1
SMILES   CCc1c[nH]/c(=[N+](\C)C(C)(C)C)[nH]1
LUMO   -2.5 eV

=====

(5)
Formula: C10H20N3O
Source: the OMol25 dataset
Level of theory: wB97M-V/def2-TZVPD

Element x y z (Å)
1 C 2.96104 -2.00595 0.07552
2 C 2.53292 -0.77046 -0.03146
3 H -3.10486 -1.13119 1.96595
4 C -2.67590 -2.23867 -0.64738
5 H -1.42681 -0.83313 2.16051
6 H 2.96121 2.02298 -0.51368
7 C 1.31333 -0.03058 0.09229
8 H 4.66464 1.86395 -1.03450
9 C -2.99775 0.16964 -0.08453
10 H 4.56688 -0.27630 1.88094
11 C 3.90945 0.06971 -0.34202
12 N -0.00522 0.00146 0.03436
13 H 4.50624 -0.57797 -0.95334
14 N -2.16796 -1.07339 0.13010
15 H -3.91388 -0.21293 0.31542
16 H 3.95082 1.36260 1.44505
17 H 3.12392 1.14521 -2.13724
18 C 3.66124 1.38867 -1.14510
19 H -2.42045 1.76517 -1.63518
20 H -0.37316 0.95574 0.16526
21 H 1.58617 0.95369 0.53378
22 H -2.84991 -0.04952 -2.16823
23 H -2.71610 0.87681 0.72614
24 H -2.37950 -3.19949 -0.19276
25 H -2.10920 -2.19631 -1.62314
26 C 4.50202 0.38306 1.01879
27 N -0.85082 -0.90634 -0.42644
28 H -4.10435 1.17675 -1.60110
29 H -3.77619 -2.23716 -0.83726
30 H 5.59160 0.77140 0.86457
31 C -3.00586 0.84170 -1.52197
32 O 3.52390 -3.00118 -0.01692
33 C -2.13977 -1.42791 1.56906
34 H -1.94901 -2.50327 1.73879

Net charge   +1
LUMO (alpha / beta)   -3.3 / -3.3 eV

=====

(6)
Formula: C10H20OSi
Source: the OMol25 dataset
Level of theory: wB97M-V/def2-TZVPD

Element x y z (Å)
1 C 1.25208 -0.08504 1.48065
2 C 0.29712 2.92310 -0.83940
3 C 2.57226 -1.86420 -1.26458
4 H -3.35632 -1.66296 1.74174
5 C -4.02230 -0.20401 0.01757
6 H 0.59810 3.79769 -1.45578
7 H -0.83510 3.01413 -0.95775
8 H 2.67808 -2.84337 -1.56632
9 C 2.75700 0.41502 1.83231
10 H 3.10040 -1.86015 -0.28919
11 H -1.84260 -2.33084 0.88648
12 H 2.16593 2.12247 -1.34060
13 H 3.13352 1.28016 1.25803
14 C -5.30178 -0.15210 -0.23960
15 C -2.37430 -1.40110 1.31307
16 H 0.36658 -2.27172 -0.83523
17 Si 0.74658 0.08021 -0.32401
18 H -6.05709 0.24453 0.40536
19 H 0.86697 -1.20215 -2.34403
20 H 2.99277 0.76214 2.87799
21 H 0.78809 1.45838 -2.21152
22 H -5.73424 -0.70031 -1.11536
23 H -1.75621 -0.61862 1.90341
24 H 3.50832 -0.41177 1.51976
25 H 3.15405 -1.24055 -1.90183
26 H 0.62547 0.59406 2.13797
27 H 0.94895 -1.08352 1.87889
28 C -2.69612 -0.38011 0.14654
29 H 0.67192 3.25856 0.16034
30 O -1.49582 0.12821 -0.34648
31 C 1.12595 -1.47874 -1.28526
32 C 1.12177 1.71260 -1.24315

LUMO   0.5 eV

=====

DFT total energy: -35066.072; -37771.327; -41479.292; -15157.204; -17199.529; -20615.208 (eV)
Maximum force: 1.96; 5.29; 5.56; 4.41; 4.58; 2.89 (eV/Å)